Record 1
Here is a 7-piece molecular cluster, C20H30Cl10N2 overall from the OMol25 dataset. Energies are from ωB97M-V with the def2-TZVPD basis set.

Properties
Charge   -1
HOMO-LUMO gap (spin up / spin down)   1.76 / 10.02 eV
<S²>   0.750
LUMO level (spin up / spin down)   2.21 / 2.16 eV
2S+1   2

Each line ends with the Löwdin spin population.
CARTESIAN COORDINATES (ANGSTROEM)
Cl (3.79570, 4.83917, 0.91826)  0.006
C (2.11593, 4.50110, 0.72707)  0.009
C (1.26038, 5.09772, 1.83106)  0.007
Cl (1.59855, 4.26007, 3.37510)  0.005
H (1.92867, 3.42845, 0.67753)  0.001
H (1.85317, 4.93627, -0.23713)  0.005
H (0.20994, 5.26810, 1.59510)  0.005
H (1.52487, 6.11853, 2.10687)  0.001
Cl (-3.75038, 0.22775, -3.11816)  0.223
C (-4.87955, 1.49060, -2.66536)  0.084
C (-6.13194, 0.99787, -2.00448)  0.081
Cl (-5.75108, 0.60657, -0.28711)  0.042
H (-5.07332, 2.01704, -3.59993)  0.047
H (-4.21963, 2.12464, -2.07324)  0.015
H (-6.52024, 0.18345, -2.61607)  0.029
H (-6.91618, 1.75083, -1.92625)  0.023
Cl (-2.52335, -2.59659, 1.32201)  0.009
C (-3.62328, -3.29608, 0.12947)  0.018
C (-3.64063, -2.43035, -1.10524)  0.026
Cl (-2.04664, -2.50704, -2.02379)  0.046
H (-4.62296, -3.43081, 0.54251)  0.006
H (-3.24736, -4.30851, -0.01811)  0.002
H (-3.77867, -1.40143, -0.77307)  0.005
H (-4.43074, -2.71061, -1.80187)  0.018
Cl (2.67428, 1.37746, -6.34196)  0.017
C (1.29274, 1.26663, -5.13842)  0.021
C (0.86251, -0.22194, -5.01653)  0.021
Cl (2.21153, -1.19459, -4.49322)  0.008
H (0.38712, 1.77331, -5.47190)  0.021
H (1.70378, 1.70182, -4.22751)  0.005
H (0.43163, -0.68170, -5.90595)  0.010
H (0.13325, -0.20658, -4.20656)  0.008
Cl (-0.57857, 2.58904, -1.26321)  0.090
C (-1.02863, 0.88718, -0.95307)  0.027
C (0.10202, 0.25115, -0.25023)  0.014
Cl (0.52192, 0.94268, 1.39915)  0.007
H (-1.26432, 0.35314, -1.87358)  0.007
H (-1.84962, 0.92620, -0.23714)  0.009
H (1.01915, 0.36627, -0.82793)  0.003
H (-0.15760, -0.79495, -0.08782)  0.002
N (1.77722, -3.00933, -1.64078)  0.001
C (2.77962, -2.65412, -0.80577)  0.003
C (3.63966, -3.60692, -0.22908)  0.001
C (3.38190, -4.97625, -0.51087)  0.000
C (2.42689, -5.34970, -1.38690)  0.001
C (1.63430, -4.31390, -1.96710)  0.004
H (2.87524, -1.58787, -0.66307)  0.002
H (4.46130, -3.33828, 0.41832)  0.000
H (4.03537, -5.74533, -0.12630)  0.000
H (2.20339, -6.37513, -1.64173)  0.000
H (0.72356, -4.58700, -2.47933)  0.002
N (1.85202, 0.52183, 7.65545)  0.000
C (2.47872, 1.68702, 7.26154)  0.000
C (2.44593, 2.14855, 5.95292)  0.000
C (1.87337, 1.40939, 4.90932)  0.001
C (1.34311, 0.15265, 5.33859)  0.001
C (1.38296, -0.27751, 6.66234)  0.000
H (2.78901, 2.41623, 7.99528)  0.000
H (2.79171, 3.13974, 5.69919)  0.000
H (1.77299, 1.62232, 3.85529)  0.000
H (0.79293, -0.54238, 4.72162)  0.001
H (0.94635, -1.23586, 6.90177)  0.000

Cartesian forces, eV/Å:
1.41 0.09 0.36
-1.80 0.08 -0.39
0.60 1.28 0.39
-0.60 -0.16 -0.07
0.19 0.03 -0.01
-0.31 -0.05 0.08
-0.19 -1.23 0.03
0.62 0.07 -0.50
0.26 -1.06 -0.31
0.64 1.08 -0.38
0.24 0.43 0.04
-0.25 -0.54 -0.18
-0.39 0.06 0.04
-0.74 0.32 0.30
-0.02 -0.41 0.65
0.23 0.21 -0.24
0.11 0.24 0.60
0.23 -0.80 -0.38
0.47 0.00 -0.06
-0.82 -0.05 0.57
-0.01 0.50 0.12
0.01 0.11 -0.42
0.03 -0.02 -0.41
0.15 0.00 0.01
-0.83 0.35 0.24
0.12 -1.41 -0.94
0.08 1.51 0.73
0.64 -0.76 0.30
0.42 0.52 -0.24
-0.32 -0.30 0.01
0.09 0.46 -0.03
-0.22 -0.32 -0.09
-0.24 0.28 -0.51
-0.15 0.82 1.10
1.10 -0.78 0.37
-0.44 -0.19 -0.68
-0.08 0.23 0.12
-0.43 -0.08 -0.52
-0.03 -0.30 0.09
0.30 -0.06 0.06
0.23 -1.07 -0.10
0.15 -1.46 -0.50
-1.12 -0.42 -0.64
1.79 1.03 0.59
-1.89 1.28 -1.47
0.32 0.34 2.04
0.17 0.07 0.27
-0.07 0.14 0.06
0.10 0.05 0.40
0.15 -0.09 0.05
0.10 0.18 -0.60
1.35 0.45 -0.86
-2.29 -1.23 -0.34
-0.09 0.14 -1.48
-0.78 -2.77 1.93
0.16 0.39 -0.15
0.61 2.30 0.34
0.22 -0.45 0.51
0.38 0.12 0.28
0.25 0.63 0.22
0.23 0.23 -0.77
-0.02 0.00 0.40

Record 2
Here is one molecule with the formula C20H30ClN3O3 from the OMol25 dataset. Energies are from ωB97M-V with the def2-TZVPD basis set.

Properties
Charge   0
Structure (SMILES)   CC[C@H](C)[C@@H](CC(=O)N[C@@]1(CO)CC[C@H](C)C1)NC(=O)c1cncc(Cl)c1
HOMO-LUMO gap   9.94 eV
LUMO level   0.38 eV
2S+1   1

Each line ends with the natural charge from an NBO analysis.
CARTESIAN COORDINATES (ANGSTROEM)
C (3.16871, 2.62456, 1.27777)  -0.605
C (2.44747, 1.34425, 0.87256)  -0.399
C (0.92243, 1.43832, 0.95958)  -0.200
C (0.45584, 1.64589, 2.39855)  -0.618
C (0.27130, 0.18903, 0.34813)  -0.038
C (-1.26508, 0.22936, 0.42776)  -0.501
C (-1.88173, -0.81049, -0.48838)  0.697
O (-2.20435, -0.52653, -1.63775)  -0.674
N (-1.99946, -2.04763, 0.03329)  -0.618
C (-2.54668, -3.22134, -0.66344)  0.097
C (-3.99877, -2.98049, -1.05853)  -0.072
O (-4.81289, -2.69618, 0.07201)  -0.724
C (-1.66570, -3.61509, -1.85413)  -0.411
C (-0.41281, -4.21814, -1.21125)  -0.407
C (-0.88671, -4.84955, 0.12295)  -0.226
C (-0.72590, -6.36406, 0.15869)  -0.596
C (-2.36322, -4.42276, 0.26520)  -0.400
N (0.65263, -0.00254, -1.04442)  -0.622
C (1.48775, -0.99879, -1.42950)  0.672
O (2.18118, -1.62721, -0.64722)  -0.624
C (1.51075, -1.30130, -2.89921)  -0.173
C (2.66173, -1.87006, -3.43401)  0.079
N (2.78321, -2.21183, -4.71167)  -0.397
C (1.73947, -2.01541, -5.50966)  0.024
C (0.54733, -1.46991, -5.05825)  -0.072
Cl (-0.77942, -1.27598, -6.15506)  0.016
C (0.41931, -1.09767, -3.73349)  -0.197
H (4.23873, 2.53927, 1.08738)  0.215
H (2.79836, 3.47967, 0.70700)  0.200
H (3.04559, 2.85258, 2.33680)  0.199
H (2.72605, 1.09097, -0.15145)  0.212
H (2.78543, 0.50715, 1.49144)  0.205
H (0.59781, 2.29834, 0.35730)  0.192
H (0.69592, 0.76892, 3.00735)  0.204
H (0.94990, 2.50542, 2.84838)  0.219
H (-0.61728, 1.82415, 2.46553)  0.207
H (0.64433, -0.69033, 0.88120)  0.226
H (-1.58479, 0.08341, 1.45958)  0.224
H (-1.62794, 1.20303, 0.09228)  0.230
H (-1.77082, -2.16102, 1.00695)  0.401
H (-4.05286, -2.18049, -1.79782)  0.197
H (-4.38014, -3.89713, -1.51406)  0.177
H (-4.94304, -1.74642, 0.12486)  0.472
H (-2.20614, -4.37238, -2.42995)  0.207
H (-1.46673, -2.77704, -2.51850)  0.230
H (0.06619, -4.95394, -1.85902)  0.213
H (0.32743, -3.44170, -1.01775)  0.221
H (-0.30213, -4.42753, 0.94481)  0.200
H (-1.25664, -6.82168, -0.68058)  0.199
H (0.32415, -6.65140, 0.08864)  0.212
H (-1.13110, -6.78670, 1.08048)  0.207
H (-2.66372, -4.20548, 1.29214)  0.217
H (-3.01696, -5.22443, -0.08879)  0.214
H (0.06021, 0.41890, -1.74222)  0.412
H (3.51102, -2.05174, -2.78728)  0.217
H (1.84429, -2.30635, -6.54830)  0.206
H (-0.52262, -0.70245, -3.36922)  0.255

Cartesian forces, eV/Å:
0.00 0.00 0.00
0.00 0.00 0.00
0.00 0.01 0.00
0.00 -0.01 0.00
0.01 -0.01 0.00
0.01 0.00 0.01
-0.05 0.01 0.02
0.02 -0.01 -0.01
0.01 0.00 -0.01
0.01 0.01 0.00
0.00 -0.02 0.01
-0.02 0.00 -0.02
-0.01 0.00 0.01
0.01 0.01 0.00
-0.01 -0.02 0.00
0.00 0.00 0.01
0.00 0.01 0.01
0.03 0.01 0.00
-0.02 -0.02 -0.01
0.01 0.01 0.00
0.00 0.00 0.01
0.01 0.01 0.00
0.00 0.00 0.00
0.00 0.00 -0.01
-0.01 0.00 -0.01
0.00 0.00 0.00
0.01 0.00 0.01
0.00 0.00 0.00
0.00 0.00 0.00
0.00 0.00 0.00
0.00 0.00 0.00
0.00 0.00 0.00
0.00 0.00 0.00
0.00 0.00 0.00
0.00 0.00 0.00
0.00 0.00 0.00
0.00 0.00 0.00
0.00 0.00 0.00
0.00 0.00 0.00
0.00 0.00 0.00
0.00 0.00 0.00
0.00 0.00 0.00
0.02 0.00 0.01
0.00 0.00 0.00
0.01 0.01 0.00
-0.01 0.00 0.00
0.01 -0.01 0.00
0.00 0.02 0.00
0.00 0.00 0.00
0.00 0.00 0.00
0.00 0.00 0.00
0.00 -0.01 0.00
0.00 0.00 -0.01
-0.01 0.00 0.00
0.00 0.00 0.00
0.00 0.00 0.00
0.00 0.00 0.00

Record 3
Here is one molecule with the formula C20H30ClN3O3 from the OMol25 dataset. Energies are from ωB97M-V with the def2-TZVPD basis set.

Properties
Charge   0
Structure (SMILES)   CC[C@H](C)[C@@H](CC(=O)N[C@@]1(CO)CC[C@H](C)C1)NC(=O)c1cncc(Cl)c1
HOMO-LUMO gap   9.92 eV
LUMO level   0.31 eV
2S+1   1

Each line ends with the natural charge from an NBO analysis.
CARTESIAN COORDINATES (ANGSTROEM)
C (-2.66985, -1.42459, -3.01863)  -0.606
C (-2.16404, -0.88668, -1.68456)  -0.398
C (-0.65569, -1.05271, -1.47893)  -0.200
C (-0.25465, -2.52605, -1.44192)  -0.618
C (-0.21377, -0.33695, -0.19298)  -0.038
C (1.29705, -0.49073, 0.07896)  -0.504
C (1.74920, 0.48925, 1.14604)  0.703
O (2.15570, 1.60405, 0.85359)  -0.654
N (1.60640, 0.06216, 2.42560)  -0.645
C (1.83918, 0.88770, 3.62604)  0.100
C (3.31175, 1.27383, 3.71928)  -0.067
O (4.18372, 0.15519, 3.67624)  -0.716
C (0.90563, 2.10314, 3.65871)  -0.413
C (-0.46923, 1.51101, 3.98054)  -0.412
C (-0.19440, 0.26533, 4.86106)  -0.226
C (-0.71051, 0.41878, 6.28707)  -0.596
C (1.33943, 0.07781, 4.82558)  -0.404
N (-0.53460, 1.08404, -0.21520)  -0.621
C (-1.53132, 1.60578, 0.53928)  0.675
O (-2.37032, 0.92057, 1.10127)  -0.628
C (-1.53142, 3.10018, 0.67022)  -0.182
C (-2.74081, 3.73515, 0.93522)  0.079
N (-2.85463, 5.04861, 1.10089)  -0.397
C (-1.75083, 5.78454, 1.02313)  0.024
C (-0.50202, 5.23271, 0.77610)  -0.072
Cl (0.89317, 6.25742, 0.71732)  0.018
C (-0.37663, 3.86835, 0.59081)  -0.188
H (-3.71984, -1.16921, -3.16241)  0.216
H (-2.10798, -0.99538, -3.85177)  0.201
H (-2.58785, -2.50961, -3.08615)  0.200
H (-2.41234, 0.17337, -1.61259)  0.211
H (-2.68746, -1.37563, -0.85729)  0.206
H (-0.13676, -0.56635, -2.31531)  0.193
H (-0.71276, -3.02390, -0.58221)  0.204
H (-0.58982, -3.04290, -2.33970)  0.220
H (0.82497, -2.66144, -1.37937)  0.207
H (-0.78838, -0.74796, 0.64192)  0.225
H (1.52082, -1.51805, 0.36331)  0.224
H (1.86486, -0.25541, -0.82320)  0.233
H (1.16826, -0.83471, 2.56068)  0.401
H (3.55311, 1.97469, 2.91742)  0.190
H (3.47159, 1.76981, 4.67879)  0.178
H (3.75923, -0.52913, 3.14722)  0.463
H (1.24512, 2.76238, 4.46262)  0.209
H (0.94033, 2.67095, 2.73105)  0.232
H (-1.11271, 2.22817, 4.49228)  0.215
H (-0.98694, 1.22480, 3.06461)  0.225
H (-0.68313, -0.60572, 4.41623)  0.198
H (-0.27809, 1.30856, 6.75210)  0.200
H (-1.79607, 0.52475, 6.30437)  0.213
H (-0.44451, -0.44239, 6.90323)  0.207
H (1.64874, -0.96924, 4.78324)  0.211
H (1.79166, 0.49808, 5.72710)  0.218
H (0.15362, 1.70852, -0.60425)  0.412
H (-3.64213, 3.14151, 1.02091)  0.217
H (-1.85286, 6.85357, 1.16528)  0.207
H (0.60163, 3.42858, 0.43039)  0.253

Cartesian forces, eV/Å:
0.02 0.01 0.00
0.03 -0.01 -0.03
-0.02 -0.03 0.06
-0.01 0.02 -0.02
0.06 0.06 -0.02
-0.04 0.07 0.01
-0.15 0.02 0.01
0.07 -0.04 -0.03
0.07 0.02 -0.01
0.00 0.00 0.09
-0.03 0.00 -0.10
-0.07 -0.09 0.17
0.02 -0.03 -0.05
0.01 0.01 0.02
0.03 0.02 0.05
-0.01 -0.01 -0.02
-0.01 -0.02 -0.02
-0.04 -0.08 -0.07
0.08 0.03 0.05
-0.04 0.02 -0.06
-0.06 0.00 -0.03
0.07 0.03 0.03
0.00 0.00 -0.01
0.00 -0.06 -0.02
0.00 0.00 0.00
-0.01 -0.01 0.00
-0.04 0.02 0.00
0.00 0.00 0.00
0.00 0.00 0.00
0.00 0.00 0.00
-0.01 -0.01 0.00
-0.01 0.00 0.00
0.01 0.01 -0.02
0.00 0.00 0.01
0.00 0.00 0.00
0.00 0.00 -0.01
0.03 -0.04 0.02
0.00 -0.01 0.02
-0.02 -0.01 -0.02
0.00 0.00 0.01
0.01 0.01 -0.01
0.01 0.02 -0.02
0.06 0.07 -0.12
0.00 0.00 0.01
-0.01 0.00 0.02
0.00 0.01 -0.01
0.01 0.00 0.08
0.00 0.00 -0.02
0.00 0.00 0.00
0.00 0.00 0.00
0.00 -0.01 0.00
0.00 0.00 0.01
-0.02 0.02 0.00
0.01 -0.01 0.02
-0.01 0.00 -0.01
0.00 0.01 0.01
0.00 0.02 0.02

Record 4
Here is C20H30FNbO6PS as an isolated structure from the OMol25 dataset. Energies are from ωB97M-V with the def2-TZVPD basis set.

Properties
Charge   -1
HOMO-LUMO gap   4.09 eV
LUMO level   0.12 eV
2S+1   1

Each line ends with the natural charge from an NBO analysis.
CARTESIAN COORDINATES (ANGSTROEM)
C (-0.54747, 1.01000, 2.08783)  -0.641
C (0.26236, 1.91606, 0.93832)  -0.453
C (0.69012, 0.86119, -0.23883)  -0.306
F (1.10541, -0.48810, 0.26253)  -0.415
Nb (2.30033, 1.59463, -1.67551)  1.813
C (3.41301, 2.78608, -0.07253)  -0.599
O (4.51336, 3.50651, -0.78357)  -0.314
O (5.48250, 2.63121, -1.02318)  -0.433
C (1.07660, 3.38850, -2.38068)  -1.027
C (1.72110, 4.85317, -2.02580)  -0.209
C (0.52931, 5.97104, -2.38474)  -0.637
C (2.98415, 5.26586, -3.04171)  -0.641
P (1.28937, 0.13248, -3.54279)  0.214
S (1.64214, -1.74403, -3.00418)  -0.665
H (0.24761, 0.25447, 2.55820)  0.249
H (-0.89950, 1.67982, 3.01002)  0.192
H (-1.42887, 0.39906, 1.60860)  0.206
H (1.14945, 2.41820, 1.51203)  0.203
H (-0.50452, 2.75354, 0.57167)  0.215
H (-0.29666, 0.66067, -0.88018)  0.185
H (3.29742, 0.12954, -1.16897)  -0.326
H (3.64474, 1.98625, -2.83374)  -0.378
H (2.73965, 3.55757, 0.52086)  0.201
H (3.82996, 2.03823, 0.75589)  0.219
H (5.77774, 2.85599, -1.97475)  0.460
H (-0.05901, 3.30854, -2.04462)  0.231
H (1.04458, 3.32223, -3.57227)  0.232
H (1.97186, 5.02708, -0.89420)  0.206
H (-0.21962, 5.91991, -1.46027)  0.197
H (-0.09345, 5.58925, -3.31514)  0.207
H (0.95648, 7.05456, -2.53525)  0.200
H (2.62028, 5.74756, -4.04762)  0.198
H (3.66027, 6.08800, -2.51358)  0.205
H (3.69676, 4.35277, -3.25749)  0.232
H (-0.13825, 0.32421, -3.65175)  -0.017
H (1.96701, 0.29567, -4.82917)  0.001
C (-3.32278, -3.23834, 3.57409)  -0.232
C (-2.15744, -2.64212, 3.30424)  -0.218
C (-1.52519, -1.72304, 4.27107)  0.471
O (-0.45958, -1.17534, 4.02408)  -0.467
C (-2.22940, -1.48976, 5.54758)  -0.219
C (-3.39475, -2.08598, 5.81743)  -0.239
C (-4.02699, -3.00506, 4.85059)  0.473
O (-5.09261, -3.55276, 5.09758)  -0.509
H (-3.80046, -3.91461, 2.87571)  0.229
H (-1.62815, -2.80351, 2.37277)  0.251
H (-1.75173, -0.81349, 6.24596)  0.230
H (-3.92403, -1.92460, 6.74889)  0.227
C (-0.88047, -5.97208, -1.34204)  -0.240
C (-1.21392, -4.72386, -0.99987)  -0.212
C (-2.53479, -4.41629, -0.41685)  0.464
O (-2.84158, -3.27380, -0.10522)  -0.490
C (-3.47172, -5.54110, -0.22520)  -0.222
C (-3.13827, -6.78933, -0.56737)  -0.233
C (-1.81741, -7.09690, -1.15039)  0.472
O (-1.51061, -8.23939, -1.46202)  -0.501
H (0.08386, -6.21474, -1.77151)  0.240
H (-0.53753, -3.88811, -1.13348)  0.267
H (-4.43605, -5.29844, 0.20427)  0.226
H (-3.81466, -7.62507, -0.43376)  0.227

Cartesian forces, eV/Å:
1.25 0.09 0.55
-1.24 -1.13 1.40
-1.26 -0.66 -0.29
-1.13 2.14 0.07
-0.05 1.52 2.43
-0.17 -0.32 1.05
-3.82 2.62 2.19
3.83 -2.07 -2.58
-0.42 1.09 -1.08
-1.13 1.46 -1.71
-0.36 -0.92 0.91
0.65 -0.01 0.89
0.41 -0.45 -0.94
-0.21 -0.56 0.12
-1.98 1.68 -1.34
0.49 -1.31 -2.14
1.68 1.27 0.99
-1.53 -0.92 -1.33
1.94 -1.84 0.37
1.76 0.25 1.45
0.08 0.29 -0.26
0.23 -0.62 -0.53
1.62 -1.16 -1.37
-0.47 1.63 -1.69
-0.93 -0.70 1.98
2.14 0.34 -0.53
0.00 0.26 2.25
-0.19 -0.60 -2.29
1.44 0.46 -1.97
1.48 0.98 1.73
-0.94 -2.05 0.30
0.42 -1.14 1.91
-1.46 -1.67 -1.01
-1.58 1.75 0.39
0.60 0.16 -0.65
-1.18 0.27 0.48
0.35 0.10 -0.18
-0.30 -0.32 -0.18
0.94 0.47 -0.30
-0.85 -0.73 0.56
-0.42 -0.05 0.31
0.37 0.30 0.13
-0.65 -0.38 0.02
0.55 0.30 -0.08
-0.01 0.04 0.01
-0.01 0.08 0.00
0.02 0.00 -0.04
-0.01 -0.03 -0.04
0.00 0.36 0.07
0.36 -0.19 -0.16
-0.05 0.84 0.11
0.08 -0.77 -0.06
-0.14 -0.51 -0.02
-0.37 0.32 0.21
0.42 -0.66 -0.29
-0.27 0.60 0.21
-0.04 0.01 0.01
0.01 0.08 -0.04
0.00 0.02 -0.01
0.04 0.00 -0.01

What energy values result from the calculations? In sequence: -5491.45337 -1630.35319 -1630.35089 -2127.39044 a.u..